Entry from the Open Molecules 2025 dataset: C30H26AsBBr2F7N4O4Ti as an isolated structure at a distorted geometry (ωB97M-V/def2-TZVPD).

```
76
Properties=species:S:1:pos:R:3:forces:R:3:lowdin_charge:R:1
C -4.548717 -2.481929 -1.835661 0.13 0.06 -0.25 -0.36
F -1.968983 1.490859 0.442202 -0.01 0.08 0.25 0.09
C 3.175598 1.148908 3.948162 0.01 -0.08 0.11 -0.04
N -5.405301 -2.839812 -2.527147 0.10 0.11 0.14 0.10
C 3.905889 -2.661036 -7.183168 0.03 -0.01 -0.16 -0.58
C -0.524036 0.102905 -3.930958 -0.13 0.00 0.00 -0.43
C -0.342443 -4.236738 -0.379506 0.07 0.10 -0.04 -0.10
H -0.927548 4.458864 -2.398147 -0.01 0.08 -0.01 0.06
C 3.583642 -2.318706 -5.762658 0.00 -0.03 0.09 -0.13
H -1.820408 -0.265702 -5.649994 0.01 0.03 -0.02 0.05
O -0.105943 -4.094409 1.948624 -0.05 0.12 0.16 0.04
H -0.628635 -6.043055 0.719280 0.04 0.01 0.01 0.12
N 1.340411 0.022548 2.185303 0.03 0.43 -0.04 0.07
F -3.036698 1.563233 2.489075 0.10 -0.22 -0.04 0.17
C -0.705209 -6.402070 -1.392309 -0.02 0.03 0.00 -0.12
F -0.745593 1.771900 2.374211 -0.26 0.10 0.08 0.14
O 0.654145 1.234248 0.002698 0.27 0.78 -0.06 -0.19
C -0.633134 -5.810104 -2.643408 0.03 -0.03 -0.02 -0.68
C 2.986575 1.697846 2.692539 0.11 0.05 -0.11 0.02
H 2.324900 -3.724947 -2.954281 -0.03 0.00 -0.03 0.11
N -3.592375 -2.153034 -1.004396 -0.25 -0.26 0.38 0.15
H 3.888873 1.575710 4.641781 -0.01 0.00 -0.01 0.11
H -3.581665 2.356075 -2.743816 0.04 0.02 0.08 0.05
H -0.694848 1.072579 -5.878283 0.02 -0.03 -0.03 0.05
Br -0.827218 -6.886779 -4.194514 0.01 0.01 0.01 0.72
C 1.490128 -0.449879 3.417095 -0.14 -0.09 -0.20 -0.68
C 2.411016 0.063453 4.322755 0.11 0.11 0.00 -0.10
C 3.308381 -0.672500 -4.042231 0.00 0.06 0.01 -0.02
F 2.849103 -2.459358 -8.001077 0.03 0.00 0.03 0.13
As -1.221246 1.528060 -2.721687 -0.17 0.27 -0.77 1.26
B -1.897172 1.209468 1.815503 -0.23 0.34 0.17 -1.23
H -3.451903 1.139337 -4.980084 -0.03 -0.04 -0.02 0.05
C 3.713854 -1.008232 -5.321522 -0.01 -0.02 -0.01 -0.01
C 2.137274 -1.268134 -1.961828 0.21 -0.02 0.10 -0.08
C -0.813222 0.083894 -5.431284 -0.02 0.02 0.09 -0.16
H -0.868662 -7.466793 -1.302164 -0.03 0.01 0.01 0.10
H -0.046153 3.093079 -4.334759 0.00 -0.09 -0.05 0.06
H 4.105349 -0.251043 -5.987982 0.01 0.00 0.03 0.12
C 1.732868 1.739932 0.529104 0.55 0.06 0.28 -0.53
C -0.256293 -3.672005 -1.646324 -0.08 -0.01 0.07 -0.03
H 3.511574 2.574560 2.343132 0.01 -0.01 0.00 0.12
H 3.375082 0.351171 -3.697121 -0.04 -0.01 -0.01 0.12
H -0.341134 -4.003508 -3.765686 -0.02 -0.02 0.01 0.10
C 2.067945 1.107881 1.857616 -0.24 -0.16 0.08 -0.17
H 2.496271 -0.375831 5.304523 -0.05 -0.02 0.00 0.10
H 0.553491 0.185582 -3.784618 0.06 -0.02 0.09 0.03
F 4.913647 -1.912779 -7.675792 -0.02 -0.01 0.03 0.13
H -0.818686 -0.844864 -3.474527 0.06 -0.04 0.02 0.04
C -2.560923 -1.481702 -0.966259 0.12 0.19 -0.47 -0.26
C 1.463467 -0.985143 -0.991591 -0.07 0.04 -0.08 -0.02
H -4.886235 0.716394 -4.041826 0.01 -0.03 0.01 0.07
H -1.263595 5.213351 -3.965414 -0.04 0.01 0.01 0.06
Br 0.366228 -1.824401 4.011362 0.02 -0.01 0.02 0.92
C 3.095942 -3.302313 -4.912061 0.03 0.00 -0.06 0.00
H -0.115473 -0.593243 -5.933492 -0.01 0.02 -0.02 0.06
H -3.509651 0.812200 -1.928925 0.00 0.07 0.08 0.03
C -3.196253 1.337813 -2.830641 0.02 -0.17 -0.10 -0.42
C -0.157651 -3.474189 0.914989 0.14 -0.18 -0.18 -0.49
C -1.479500 4.348531 -3.333710 0.06 -0.16 -0.01 -0.20
O -0.045797 -2.156048 0.851849 0.10 -1.09 0.31 -0.21
C -1.091214 3.035593 -4.019183 0.02 0.12 0.24 -0.46
F 4.263415 -3.950117 -7.337333 0.00 0.03 0.03 0.13
C 2.769991 -1.641941 -3.191592 -0.13 -0.01 -0.07 -0.23
H -2.543094 4.366572 -3.088716 0.01 0.04 0.00 0.05
H -3.524809 -0.395541 -4.097232 0.00 0.02 -0.07 0.05
H -1.702245 2.871116 -4.909271 0.01 -0.07 0.01 0.05
F -1.683335 -0.252657 1.851346 0.40 0.25 -0.15 0.01
C -0.563298 -5.607582 -0.267883 -0.08 -0.06 0.01 -0.01
O 2.419623 2.620902 0.079292 -0.17 0.08 -0.19 0.12
Ti -0.068617 -0.425377 0.286686 -0.24 -0.84 0.37 1.08
C 2.712533 -2.970230 -3.624941 -0.03 0.03 -0.01 -0.01
N -1.547420 -0.871067 -0.881660 -0.43 -0.06 -0.25 0.03
H -0.051981 -2.620521 -1.754957 -0.03 0.01 -0.04 0.06
C -0.409176 -4.453979 -2.783754 0.00 0.06 -0.01 -0.12
C -3.794951 0.661845 -4.060807 0.05 0.07 0.10 -0.17
H 2.998712 -4.318321 -5.272205 0.03 -0.01 0.08 0.12
```
Positions in Å, forces in eV/Å.

Computed properties:
LUMO = 0.9 eV
energy above the lowest of the compared OMol25 structures with the same formula, charge and spin = 38.59 kcal/mol
HOMO-LUMO gap = 6.679 eV
charge = -1
HOMO level = -5.82 eV

Entry from the Open Molecules 2025 dataset: C34H39GeN3O6P2PtS as an isolated structure (ωB97M-V/def2-TZVPD).

```
87
Properties=species:S:1:pos:R:3:forces:R:3:mulliken_spin:R:1
C -0.766181 3.109339 -2.903395 0.00 -0.04 -0.02 0.00
H -1.013810 -0.257475 2.627690 -0.02 0.03 0.02 0.01
H -6.629826 4.316105 1.725347 0.01 -0.01 0.00 0.00
H -1.047830 4.343653 -6.065201 -0.01 0.00 0.00 0.00
C -0.426929 3.463926 -4.212137 0.01 -0.02 -0.01 0.00
H 0.510135 3.409096 1.020756 0.02 -0.01 -0.02 -0.02
H 2.514744 7.019993 -1.791334 0.00 0.00 0.00 0.00
H 0.127708 -4.981751 -1.264596 0.00 0.00 0.00 0.00
C -0.918594 2.381586 2.940662 0.07 -0.03 0.02 0.01
H -0.870631 3.319413 3.498226 0.02 -0.01 -0.01 0.00
C -0.525902 3.738837 0.951766 -0.08 0.02 0.02 0.00
O 0.602138 -3.884509 1.333994 0.00 0.05 0.02 0.00
C -2.630208 4.337905 -4.612558 0.02 -0.01 0.00 0.00
C -3.348665 4.267499 0.874283 -0.01 -0.07 0.05 0.00
H -2.658990 4.822008 0.255231 0.05 0.03 -0.03 0.00
H -5.851546 1.563637 5.874641 -0.01 0.00 0.00 0.00
C 3.013442 3.423729 -0.501757 0.00 0.00 -0.02 0.00
H 2.115522 -3.876923 0.197008 -0.01 -0.02 0.04 0.00
H 0.822068 -4.327779 -2.771781 0.01 0.01 0.00 0.00
H -5.877678 2.375391 3.070195 0.02 0.01 -0.02 0.00
H 0.572452 3.258924 -4.583847 -0.01 0.00 0.02 0.00
C 3.908511 4.419025 -0.135557 -0.01 -0.02 0.00 0.01
H -3.992086 4.180548 -2.959061 0.01 0.00 -0.01 0.00
H 4.427263 6.494608 -0.312771 -0.01 -0.01 -0.01 0.00
H 1.428500 -1.082509 -4.050603 0.02 0.14 -0.11 0.00
H -3.655242 0.545624 -0.509873 0.01 0.00 0.01 0.03
H 4.742548 4.183578 0.514227 -0.01 0.00 -0.01 0.00
C -2.989582 3.985848 -3.320675 0.01 0.00 0.00 0.00
C -3.844749 2.513207 2.415534 -0.02 -0.04 0.04 0.00
H -1.534336 1.692657 3.511801 0.01 0.02 0.00 0.00
H -2.382904 3.134955 -1.475043 -0.02 0.03 -0.01 -0.01
H -8.213049 -1.550542 2.963296 0.00 0.02 0.00 0.00
N 2.242777 -3.305233 -0.664151 -0.11 -0.07 -0.08 0.00
C -1.341398 4.075567 -5.057975 -0.03 0.00 0.02 0.00
O 1.430113 -1.802590 -3.410747 -0.04 -0.13 0.10 0.01
C -2.891727 -1.252368 2.780267 0.00 0.04 0.00 -0.02
H 1.427984 1.454077 -2.940577 0.00 0.01 -0.02 0.00
H 2.722502 -2.427293 -0.434149 0.07 0.11 0.03 0.00
H -3.553192 1.652684 3.007993 -0.03 0.06 -0.03 0.01
H -3.349311 4.810885 -5.269606 0.01 -0.01 0.01 0.00
H -2.018662 1.745969 -0.307345 0.05 0.09 0.02 -0.07
N -7.658836 1.038971 5.041988 0.00 0.01 0.00 0.00
C -2.905176 3.175875 1.622460 0.01 0.04 -0.04 -0.01
H 3.160564 2.414951 -0.130684 0.00 -0.03 0.00 -0.01
P 0.025961 -2.726896 0.590325 -0.02 -0.13 -0.07 0.03
Ge 0.685360 2.282498 -1.860991 -0.13 0.04 0.13 0.01
Pt 0.250858 0.614423 -0.158948 0.16 0.08 -0.19 0.85
H 0.923320 5.259184 -2.430616 0.00 -0.01 -0.01 0.00
H -0.769270 -3.800845 -2.227654 0.00 0.00 0.01 0.00
C -5.594820 3.999911 1.695797 -0.01 -0.02 0.02 0.00
C -6.293542 -1.065534 3.802660 0.05 -0.02 0.00 0.04
C 1.764164 5.009928 -1.792915 0.01 0.02 0.07 0.01
O 1.993449 -0.561778 -1.207335 0.13 -0.06 -0.01 -0.01
S -5.419508 -2.398354 2.988964 -0.02 0.12 -0.05 0.00
H -4.568154 -0.277027 4.823993 -0.01 0.01 0.00 0.00
O -0.407388 -0.671021 -1.981530 -0.11 -0.10 -0.02 0.12
H -0.618823 4.666420 1.521006 -0.01 -0.01 -0.01 0.00
C 2.659031 6.009587 -1.428972 0.00 -0.02 0.00 0.00
C -1.455018 2.674044 1.534684 0.03 -0.04 0.08 0.02
C -4.676373 4.675573 0.909878 0.02 0.02 -0.02 0.00
C -7.654787 -0.885816 3.609583 -0.02 -0.04 0.02 0.01
H -5.322911 -0.999556 0.409309 0.01 0.00 0.02 0.01
O -1.534718 -2.892908 0.312418 0.12 0.09 -0.17 0.00
H -0.732547 3.972039 -0.092210 -0.01 -0.01 -0.06 -0.01
C -5.629390 -0.173787 4.638267 -0.01 0.00 -0.01 -0.01
C -8.285204 0.173493 4.250779 0.04 -0.01 0.01 0.00
H -4.986954 5.530330 0.320607 0.01 -0.02 0.01 0.00
C 3.731774 5.715625 -0.599816 0.00 0.01 0.00 0.00
H 2.763213 -3.799654 -1.386684 -0.02 0.01 -0.01 0.00
C 1.930783 3.704477 -1.334714 -0.05 0.01 0.01 0.00
C 0.831194 -2.946124 -1.098946 0.02 -0.02 -0.01 0.01
C -1.485029 1.429805 0.584825 -0.25 -0.14 -0.08 0.10
O 0.312263 -1.324749 1.024406 0.08 0.11 0.14 0.02
C 0.224175 -4.091829 -1.889331 -0.01 0.02 0.03 0.00
C -5.171502 2.915534 2.451411 -0.01 0.02 -0.02 0.00
C -4.402516 -0.823763 0.950509 0.02 -0.02 0.01 -0.03
P 0.939996 -1.345506 -1.959844 0.00 0.04 0.12 -0.04
C -6.349977 0.852733 5.223912 -0.04 -0.04 0.00 0.00
H 0.094474 1.971532 2.881785 -0.03 -0.02 0.01 -0.01
C -2.004394 -0.387482 2.230870 -0.03 0.08 0.06 0.20
C -3.495256 0.033911 0.428371 0.04 0.03 0.01 0.20
H -1.870911 -3.736001 0.629946 -0.07 -0.13 0.08 0.00
C -2.064922 3.380476 -2.478230 0.02 0.04 0.02 0.00
C -4.160104 -1.476375 2.187094 0.00 -0.05 0.00 0.38
H -9.348492 0.336623 4.108640 0.01 0.00 0.01 0.00
N -2.306303 0.337822 1.085662 0.04 -0.05 -0.10 0.17
H -2.602653 -1.791485 3.673737 -0.01 0.01 0.00 0.00
```
Positions in Å, forces in eV/Å.

Computed properties:
2S+1 = 3
LUMO (spin up / spin down) = -0.1 / -1.5 eV
energy above the lowest of the compared OMol25 structures with the same formula, charge and spin = 5.13 kcal/mol
HOMO-LUMO gap (spin up / spin down) = 5.311 / 7.033 eV
HOMO level (spin up / spin down) = -5.39 / -8.54 eV

Entry from the Open Molecules 2025 dataset: a 2-piece molecular cluster, C3H12NO overall at a distorted geometry (ωB97M-V/def2-TZVPD).

```
17
Properties=species:S:1:pos:R:3:forces:R:3:nbo_charge:R:1
H -2.150914 -0.001217 1.333580 -0.38 0.14 -0.16 0.23
C -1.158833 -0.251094 0.990574 0.27 0.20 0.43 -0.43
H -1.761817 -0.768321 -1.527786 -0.23 -0.02 -0.46 0.23
O 1.775387 -0.277912 -0.614960 0.42 0.22 0.79 -0.78
H -0.818857 1.533316 -0.064840 0.61 0.27 0.32 0.43
C -1.862279 0.283834 -1.295584 0.96 0.41 0.88 -0.40
H 1.985676 -0.917021 1.328785 -0.04 -0.40 0.32 0.18
H -0.489507 0.016072 1.803963 0.25 -0.34 -0.08 0.24
H 2.337775 0.767574 1.124839 0.31 0.51 -0.11 0.19
H 0.069469 0.158657 -0.629328 0.46 0.74 0.56 0.48
H -1.133203 -1.307451 0.720463 0.21 0.14 0.20 0.24
H -2.822207 0.505713 -0.849209 -0.23 0.04 -0.22 0.23
H 3.491607 -0.506639 0.522001 0.19 0.31 0.29 0.21
H 2.475111 -0.535655 -1.210872 -0.17 -0.07 -0.70 0.50
N -0.809073 0.535622 -0.215921 -1.51 -1.22 -1.09 -0.51
C 2.463363 -0.204044 0.677684 -0.76 -0.62 -0.60 -0.26
H -1.591698 0.968568 -2.093390 -0.36 -0.32 -0.36 0.23
```
Positions in Å, forces in eV/Å.

Computed properties:
LUMO = -3.1 eV
energy above the lowest of the compared OMol25 structures with the same formula, charge and spin = 26.16 kcal/mol
HOMO-LUMO gap = 11.952 eV
charge = +1
HOMO level = -15.04 eV